The following is a DFT calculation (the ωB97M-V functional and the def2-TZVPD basis) of a molecular structure, C26H32LaN7OS4.

The HOMO energy is -6.57 eV. The maximum force comes out at 1.2 eV/A. The HOMO-LUMO gap comes out at 6.305 eV. The energy is -3093.08330 Ha.

Positions of all 71 atoms, in Å:
La -0.19624 -0.18935 0.05267
C 2.72406 2.06368 -1.31528
N 2.52460 0.85806 -0.51916
C 3.34310 0.96434 0.69925
C 2.75756 -0.37838 -1.23065
C 3.32527 -0.40965 -2.50127
C 3.46966 -1.60739 -3.18546
C 3.04488 -2.78716 -2.58904
C 2.48744 -2.77004 -1.32193
C 2.34024 -1.57724 -0.60530
N 1.66481 -1.46229 0.61210
C 1.67319 -2.45593 1.57842
C 2.67332 -3.43139 1.70342
C 2.64330 -4.37694 2.71444
C 1.61798 -4.37824 3.64970
C 0.64328 -3.39483 3.56304
C 0.66172 -2.44520 2.55476
N -0.33140 -1.36501 2.54427
C -0.01386 -0.42004 3.62656
C -1.71108 -1.86272 2.72308
H 3.78414 2.22616 -1.55193
H 2.36921 2.92131 -0.74319
H 2.16801 2.01150 -2.24721
H 4.40135 1.08423 0.43773
H 3.21543 0.07704 1.31148
H 3.01946 1.83904 1.26650
H 3.65242 0.50745 -2.97063
H 3.90319 -1.61211 -4.17710
H 3.12710 -3.72733 -3.11994
H 2.11164 -3.68563 -0.88450
H 3.48512 -3.44215 0.98744
H 3.43114 -5.11818 2.76984
H 1.57974 -5.12032 4.43543
H -0.15111 -3.37160 4.29866
H -0.02220 -0.92580 4.59815
H -0.75692 0.37624 3.64202
H 0.97400 0.01258 3.46376
H -1.86622 -2.27037 3.72808
H -1.91069 -2.63054 1.98147
H -2.41568 -1.04268 2.57067
N -0.44758 -0.64304 -2.67326
C -0.13983 0.37247 -3.60757
C 0.22678 0.12468 -4.89948
C 0.50906 1.18391 -5.79227
C 0.39645 2.48172 -5.39261
C 0.04750 2.77170 -4.05029
C -0.05024 4.09121 -3.55152
C -0.32908 4.29709 -2.23548
C -0.46741 3.17461 -1.39255
N -0.38826 1.93790 -1.81227
C -0.18166 1.71713 -3.14614
H -0.16825 -1.57028 -2.98071
H -1.45524 -0.68492 -2.48278
H 0.27878 -0.90102 -5.24433
H 0.79310 0.95332 -6.81071
H 0.57913 3.29810 -6.08013
H 0.10340 4.92443 -4.22738
H -0.41718 5.29231 -1.82231
H -0.61770 3.31033 -0.32767
S -3.01113 0.54590 -0.42735
S -3.89923 -1.32242 -0.14643
S -2.88566 -2.56654 -1.41588
S -1.02341 -2.93064 -0.56534
N -2.47697 2.26378 2.25149
C -1.17402 2.60109 2.25197
N -0.77982 3.69683 2.95596
O -0.34136 1.93861 1.61949
H -3.16013 2.91003 2.60731
H -2.77162 1.62876 1.50249
H -1.39769 4.15030 3.60595
H 0.20940 3.80600 3.09178

Atoms 1-3, force components in eV/Å:
La -0.5 1.0 -0.7
C 0.0 0.0 0.0
N -0.1 0.0 0.0